(1)
Entry from OMol25: 3 unconnected molecules or ions with the total composition C6H9NO in a non-equilibrium geometry (the ωB97M-V functional and the def2-TZVPD basis).

Calculated values
Energy relative to the best compared isomer or geometry (same formula, charge and spin) = 681.1 kJ/mol

Geometry as ORCA input:
```
! RIJCOSX wB97M-V def2-TZVPD def2/J DEFGRID3
* xyz 0 1
C 0.494 -0.682 -0.078
C -2.885 -1.280 -0.044
C -2.102 0.016 -0.157
C 0.518 0.631 -0.175
C 3.045 -0.086 -0.008
C 0.456 1.919 -0.260
N 3.698 0.447 0.904
O -2.588 1.097 -0.261
H 3.150 0.881 1.653
H 0.476 -1.170 0.887
H 0.517 -1.306 -0.962
H 3.556 -0.575 -0.853
H -2.599 -1.931 -0.872
H -3.965 -1.096 -0.058
H -2.595 -1.784 0.881
H 1.348 2.531 -0.294
H -0.523 2.389 -0.305
*
```

(2)
Entry from OMol25: 10 unconnected molecules or ions with the total composition ClH18O13 in a non-equilibrium geometry (the ωB97M-V functional and the def2-TZVPD basis).

Calculated values
Energy relative to the best compared isomer or geometry (same formula, charge and spin) = 42.8 kJ/mol

Geometry as ORCA input:
```
! RIJCOSX wB97M-V def2-TZVPD def2/J DEFGRID3
* xyz -1 1
Cl -0.029 -0.113 0.125
O 0.346 1.134 0.717
O 1.130 -0.903 -0.112
O -0.898 -0.866 1.021
O -0.771 0.183 -1.083
O 2.327 -0.254 3.062
H 1.600 -0.122 2.437
H 3.096 -0.406 2.500
O -3.801 -1.698 1.218
H -3.823 -2.659 1.277
H -2.855 -1.480 1.211
O 1.294 -1.220 -3.270
H 1.761 -0.514 -3.733
H 1.532 -1.106 -2.337
O -2.056 3.226 -0.346
H -1.633 2.358 -0.282
H -2.996 3.028 -0.405
O 0.632 3.036 3.580
H 0.902 3.892 3.234
H 0.345 2.541 2.801
O -0.801 -3.853 -0.819
H -1.577 -3.514 -1.279
H -0.394 -3.064 -0.437
O -0.837 0.390 -4.463
H -0.166 0.346 -3.762
H -0.929 1.327 -4.665
O 0.986 -2.954 2.644
H 0.472 -2.264 2.200
H 1.746 -2.483 3.006
O 2.184 2.684 -1.436
H 1.543 3.402 -1.474
H 1.668 1.927 -1.130
*
```

(3)
Entry from OMol25: a molecular structure, C24H24N5OPt in a non-equilibrium geometry (the ωB97M-V functional and the def2-TZVPD basis).

Calculated values
DFT total energy = -1397.140272 Eh

Geometry as ORCA input:
```
! RIJCOSX wB97M-V def2-TZVPD def2/J DEFGRID3
* xyz 1 1
Pt -0.150 -1.565 0.163
C -3.404 -0.966 2.944
C -2.172 -1.350 2.407
N -1.947 -1.380 1.110
C -2.932 -1.041 0.227
C -4.212 -0.673 0.692
C -4.419 -0.628 2.088
C -5.231 -0.365 -0.233
C -4.956 -0.426 -1.570
C -3.683 -0.777 -2.044
C -2.640 -1.077 -1.180
N -1.349 -1.390 -1.511
C -0.615 -1.421 -2.666
C -1.071 -1.226 -3.962
C -0.200 -1.242 -5.061
C 1.141 -1.457 -4.909
C 1.660 -1.677 -3.617
C 3.033 -1.903 -3.381
C 3.480 -2.144 -2.110
C 2.555 -2.157 -1.063
N 1.272 -1.923 -1.251
C 0.791 -1.674 -2.504
H -3.542 -0.950 4.015
H -1.354 -1.652 3.048
H -5.388 -0.328 2.465
H -6.215 -0.100 0.129
H -5.732 -0.196 -2.289
H -3.539 -0.809 -3.109
H -2.115 -1.056 -4.155
H -0.609 -1.076 -6.049
H 1.809 -1.474 -5.759
H 3.719 -1.886 -4.219
H 4.524 -2.332 -1.906
H 2.864 -2.377 -0.049
C 2.405 -0.272 3.399
N 2.268 1.037 2.787
C 2.893 2.148 3.491
C 3.143 3.297 2.535
C 1.841 3.643 1.839
N 1.279 2.455 1.214
C 0.338 2.669 0.127
C 1.414 1.214 1.743
O 0.774 0.262 1.252
H 3.455 -0.450 3.630
H 2.055 -1.032 2.710
H 1.827 -0.341 4.325
H 3.834 1.796 3.914
H 2.256 2.473 4.323
H 3.886 3.000 1.793
H 3.518 4.163 3.077
H 2.011 4.388 1.061
H 1.127 4.070 2.554
H 0.761 3.390 -0.571
H -0.615 3.060 0.496
H 0.158 1.730 -0.387
*
```

Please write out number 2 again, unchanged.
Entry from OMol25: 10 unconnected molecules or ions with the total composition ClH18O13 in a non-equilibrium geometry (the ωB97M-V functional and the def2-TZVPD basis).

Calculated values
Energy relative to the best compared isomer or geometry (same formula, charge and spin) = 42.8 kJ/mol

Geometry as ORCA input:
```
! RIJCOSX wB97M-V def2-TZVPD def2/J DEFGRID3
* xyz -1 1
Cl -0.029 -0.113 0.125
O 0.346 1.134 0.717
O 1.130 -0.903 -0.112
O -0.898 -0.866 1.021
O -0.771 0.183 -1.083
O 2.327 -0.254 3.062
H 1.600 -0.122 2.437
H 3.096 -0.406 2.500
O -3.801 -1.698 1.218
H -3.823 -2.659 1.277
H -2.855 -1.480 1.211
O 1.294 -1.220 -3.270
H 1.761 -0.514 -3.733
H 1.532 -1.106 -2.337
O -2.056 3.226 -0.346
H -1.633 2.358 -0.282
H -2.996 3.028 -0.405
O 0.632 3.036 3.580
H 0.902 3.892 3.234
H 0.345 2.541 2.801
O -0.801 -3.853 -0.819
H -1.577 -3.514 -1.279
H -0.394 -3.064 -0.437
O -0.837 0.390 -4.463
H -0.166 0.346 -3.762
H -0.929 1.327 -4.665
O 0.986 -2.954 2.644
H 0.472 -2.264 2.200
H 1.746 -2.483 3.006
O 2.184 2.684 -1.436
H 1.543 3.402 -1.474
H 1.668 1.927 -1.130
*
```